Record 1
C31H51FN3O18S | ωB97M-V with the def2-TZVPD basis set

Values from the calculation:
Electronic energy   -87847.2727 eV
Relative energy (zero: lowest compared OMol25 entry of this formula, charge and spin)   0.0 kJ/mol
E_LUMO   -2.3 eV
2S+1   1
Orbital gap   9.57 eV
Charge   +1
HOMO energy   -11.9 eV

Last column: Löwdin charge in e.
CARTESIAN COORDINATES (ANGSTROEM)
C (-1.86180, 0.81896, 8.22759)  -0.14
C (-2.09805, -0.73445, 8.30212)  -0.50
S (-0.80206, -1.73960, 7.50264)  0.89
C (-1.22233, -1.88521, 5.70279)  -0.38
C (-0.79762, -0.55246, 5.02604)  -0.27
N (0.69140, -0.37285, 4.96937)  0.11
C (0.89103, 1.12079, 4.81215)  -0.07
C (0.28663, 1.51833, 3.44918)  -0.17
N (-1.09528, 1.11322, 3.21056)  0.04
C (-1.44182, -0.23907, 3.63654)  -0.32
C (-3.01221, -0.30973, 3.66692)  -0.07
C (-3.66368, 0.27133, 4.94756)  -0.23
O (-3.71613, 1.69783, 5.00739)  -0.06
C (-0.92493, -1.25575, 2.56648)  -0.33
O (0.11588, -1.11705, 2.03058)  0.17
N (-1.74171, -2.39015, 2.14922)  0.18
C (-1.57925, -3.52714, 2.99809)  -0.56
O (-2.46147, -3.91745, 3.61927)  0.21
F (-0.40682, -4.17291, 3.04910)  0.14
H (-2.05943, 1.32504, 9.18112)  0.08
H (-0.82326, 1.04188, 7.93211)  0.05
H (-2.51497, 1.20801, 7.42348)  0.05
H (-3.11348, -1.01915, 7.98262)  0.08
H (-2.04233, -0.99080, 9.37560)  0.07
H (-0.58992, -2.70613, 5.32666)  0.08
H (-2.29467, -2.09790, 5.62379)  0.09
H (-1.13472, 0.25550, 5.69650)  0.12
H (1.12199, -0.87700, 4.18484)  0.18
H (1.14268, -0.70798, 5.83086)  0.16
H (0.50794, 1.67433, 5.67916)  0.14
H (1.98211, 1.26885, 4.73559)  0.13
H (0.94867, 1.16695, 2.64159)  0.12
H (0.32493, 2.61827, 3.39821)  0.13
H (-1.78266, 1.80361, 3.47932)  0.11
H (-3.33664, 0.34101, 2.83149)  0.14
H (-3.40289, -1.32781, 3.53668)  0.12
H (-4.71725, -0.08408, 4.94574)  0.13
H (-3.23252, -0.08604, 5.89257)  0.08
H (-3.91268, 2.01427, 4.11427)  0.09
H (-1.41420, -2.68948, 1.22227)  0.12
C (-2.41797, -7.32154, -1.76261)  0.00
C (-1.62011, -6.05266, -1.59536)  -0.32
C (-1.39634, -5.65228, -0.16162)  -0.09
O (-1.27936, -4.22362, -0.26117)  0.02
C (-1.98446, -3.84206, -1.36591)  -0.55
O (-2.24978, -2.71311, -1.62861)  0.17
O (-2.33821, -4.91514, -2.11031)  0.09
H (-2.51435, -7.56861, -2.81920)  0.07
H (-1.94024, -8.15901, -1.25261)  0.10
H (-3.43187, -7.20142, -1.37426)  0.10
H (-0.67467, -6.12838, -2.13983)  0.17
H (-0.48938, -6.08488, 0.25685)  0.14
H (-2.23949, -5.88822, 0.49286)  0.14
C (4.92930, 3.94120, -0.54302)  -0.01
C (3.88926, 3.20649, 0.26264)  -0.31
C (2.51660, 3.81204, 0.17602)  -0.07
O (1.94262, 3.43829, 1.43889)  0.05
C (2.97200, 3.28707, 2.31097)  -0.55
O (2.83698, 3.16445, 3.49436)  0.13
O (4.15974, 3.29510, 1.67471)  0.11
H (5.89406, 3.43408, -0.46444)  0.10
H (4.64855, 3.99161, -1.59598)  0.09
H (5.07487, 4.95365, -0.16396)  0.07
H (3.87644, 2.14634, -0.01052)  0.16
H (1.93211, 3.40722, -0.64826)  0.12
H (2.52701, 4.90197, 0.10577)  0.15
C (5.42134, 6.22424, -5.60503)  -0.02
C (5.48302, 7.04974, -4.34304)  -0.33
C (6.85553, 7.13454, -3.73051)  -0.09
O (6.55650, 7.31271, -2.34081)  0.08
C (5.34297, 6.74758, -2.12296)  -0.54
O (4.87576, 6.54247, -1.04481)  0.11
O (4.72942, 6.43564, -3.28837)  0.09
H (4.40984, 6.22917, -6.01249)  0.09
H (6.10280, 6.61196, -6.36370)  0.09
H (5.67057, 5.18213, -5.40020)  0.09
H (5.06533, 8.04510, -4.52120)  0.16
H (7.43351, 7.97438, -4.11161)  0.14
H (7.43899, 6.21757, -3.84575)  0.14
C (-0.95834, 3.77513, -4.25602)  -0.02
C (0.30192, 2.98292, -4.51143)  -0.33
C (0.71962, 2.10564, -3.36054)  -0.10
O (2.13895, 2.03757, -3.52838)  0.06
C (2.51917, 3.17406, -4.17743)  -0.55
O (3.64509, 3.52853, -4.31110)  0.16
O (1.43727, 3.84858, -4.64866)  0.09
H (-1.22229, 4.36173, -5.13666)  0.09
H (-1.79388, 3.11677, -4.01485)  0.09
H (-0.81429, 4.48363, -3.43815)  0.09
H (0.20352, 2.40632, -5.43576)  0.16
H (0.27849, 1.11149, -3.40975)  0.14
H (0.50410, 2.54424, -2.38192)  0.12
C (-4.74524, -5.62360, -7.29986)  -0.02
C (-4.34412, -6.49755, -6.13542)  -0.33
C (-3.06754, -6.07071, -5.45918)  -0.10
O (-2.56892, -7.30834, -4.93782)  0.02
C (-3.05944, -8.30182, -5.73774)  -0.55
O (-2.69261, -9.42920, -5.70381)  0.18
O (-4.01729, -7.82295, -6.57379)  0.09
H (-5.69068, -5.96576, -7.72233)  0.09
H (-4.86001, -4.58419, -6.98958)  0.09
H (-4.00545, -5.67760, -8.10037)  0.09
H (-5.16803, -6.57254, -5.41915)  0.16
H (-3.23972, -5.35665, -4.65465)  0.13
H (-2.32567, -5.65945, -6.14864)  0.14


Record 2
C31H52AuBN8 | ωB97M-V with the def2-TZVPD basis set

Values from the calculation:
Electronic energy   -49267.3322 eV
⟨S²⟩   2.025
E_LUMO (alpha / beta)   -4.4 / -8.8 eV
2S+1   3
Orbital gap (alpha / beta)   9.66 / 5.30 eV
Charge   +2
HOMO energy (alpha / beta)   -14.1 / -14.1 eV

Last column: Mulliken spin population.
CARTESIAN COORDINATES (ANGSTROEM)
Au (0.46228, 1.54818, 0.51058)  0.59
C (-3.38347, 3.40101, 1.92835)  0.00
C (-2.58671, 3.30270, 0.62097)  -0.04
C (-1.21179, 3.94582, 0.78429)  0.08
C (-2.56631, 1.87547, 0.14138)  0.00
C (-3.64222, 1.15007, -0.34365)  0.00
C (-3.17956, -0.11151, -0.66441)  0.00
C (-4.10191, -1.14695, -1.29567)  0.00
C (-4.74280, -0.52575, -2.54993)  0.00
C (-3.55716, -2.52097, -1.66417)  0.00
N (-1.84909, -0.15373, -0.35324)  -0.03
N (-1.49394, 1.08846, 0.12093)  0.23
B (-0.78150, -1.30117, -0.39879)  -0.07
N (0.28517, -0.92890, -1.55684)  0.00
N (0.72066, 0.40715, -1.66476)  0.35
C (1.56020, 0.55115, -2.69390)  0.18
C (1.64534, -0.68094, -3.32312)  0.12
C (0.77199, -1.60807, -2.57651)  0.26
C (0.50344, -2.95319, -3.12641)  0.05
C (-0.37472, -2.75208, -4.39050)  0.05
C (-0.04139, -4.04705, -2.22256)  0.00
C (2.15438, 1.85786, -3.15524)  0.02
C (1.91274, 2.02345, -4.66522)  -0.01
C (1.60390, 3.06850, -2.40711)  0.01
N (-0.09731, -1.44582, 1.01035)  -0.01
N (0.58037, -0.36544, 1.53093)  0.21
C (0.93023, -0.62447, 2.79319)  0.00
C (0.49877, -1.90690, 3.09692)  0.01
C (-0.15401, -2.40336, 1.98480)  0.00
C (-0.70723, -3.81979, 2.00098)  0.00
C (-1.94833, -4.11520, 1.16682)  0.00
C (0.41326, -4.84662, 1.76303)  0.00
C (1.63807, 0.36488, 3.68775)  0.00
C (2.17169, -0.32223, 4.94145)  0.00
C (0.71445, 1.52930, 4.07876)  -0.01
H (-3.47912, 4.44491, 2.23427)  0.00
H (-2.87709, 2.85143, 2.72814)  0.00
H (-4.38628, 2.98821, 1.81521)  0.00
H (-3.12416, 3.86272, -0.14425)  0.00
H (-0.65510, 3.48133, 1.61195)  -0.01
H (-1.32066, 4.99892, 1.04396)  0.01
H (-0.62141, 3.90358, -0.14310)  -0.02
H (-4.65676, 1.50394, -0.44805)  0.00
H (-4.89560, -1.29765, -0.56252)  0.00
H (-3.97666, -0.31266, -3.30336)  0.00
H (-5.27454, 0.40122, -2.33786)  0.00
H (-5.45669, -1.22951, -2.98047)  0.00
H (-2.77260, -2.44650, -2.42204)  0.00
H (-4.37128, -3.10592, -2.09388)  0.00
H (-3.17529, -3.07016, -0.80891)  0.00
H (-1.28919, -2.31870, -0.69603)  0.00
H (2.19600, -0.93439, -4.22085)  -0.02
H (1.48725, -3.26836, -3.49268)  0.03
H (-1.35323, -2.35894, -4.11606)  -0.01
H (-0.51061, -3.72297, -4.86617)  0.01
H (0.07688, -2.07530, -5.12150)  0.00
H (-1.12202, -3.97625, -2.11845)  0.00
H (0.41029, -4.02085, -1.23683)  0.00
H (0.18330, -5.01323, -2.67650)  0.00
H (3.23500, 1.79892, -2.99518)  0.00
H (0.84368, 2.12551, -4.87234)  0.00
H (2.29881, 1.18595, -5.24951)  0.00
H (2.41460, 2.92355, -5.01878)  0.00
H (0.52131, 3.15139, -2.55212)  0.00
H (2.06330, 3.97462, -2.80408)  0.00
H (1.81672, 3.03624, -1.33582)  0.00
H (0.62313, -2.43001, 4.03263)  0.00
H (-1.00361, -3.94295, 3.04080)  0.00
H (-1.71801, -4.20648, 0.10921)  0.00
H (-2.71345, -3.34760, 1.30368)  0.00
H (-2.37248, -5.06709, 1.48730)  0.00
H (0.82984, -4.76856, 0.76063)  0.00
H (0.02229, -5.85954, 1.88612)  0.00
H (1.22909, -4.70715, 2.47362)  0.00
H (2.48892, 0.76228, 3.13094)  0.00
H (1.35199, -0.71348, 5.55100)  0.00
H (2.72452, 0.39304, 5.55261)  0.00
H (2.84322, -1.14731, 4.69469)  0.00
H (-0.13381, 1.16177, 4.66047)  0.00
H (0.31804, 2.05105, 3.20615)  0.00
H (1.25484, 2.25519, 4.69162)  0.00
C (5.07958, 4.06074, 2.40996)  0.00
N (4.20736, 3.08948, 1.72531)  0.00
C (4.60851, 1.89976, 1.15628)  0.00
C (3.48562, 1.30510, 0.67720)  0.00
N (2.40770, 2.13188, 0.95405)  0.03
C (2.88156, 3.19190, 1.58700)  0.00
H (6.09195, 3.94291, 2.03915)  0.00
H (5.06695, 3.89166, 3.48293)  0.00
H (4.74171, 5.07059, 2.19683)  0.00
H (5.64015, 1.58541, 1.14588)  0.00
H (3.36957, 0.35165, 0.18184)  0.00
H (2.29852, 4.03084, 1.93649)  0.00


Record 3
C31H52BN6S2W | ωB97M-V with the def2-TZVPD basis set

Values from the calculation:
Electronic energy   -66103.0553 eV
⟨S²⟩   2.198
E_LUMO (alpha / beta)   -4.3 / -3.4 eV
2S+1   3
Orbital gap (alpha / beta)   5.95 / 7.23 eV
Charge   +1
HOMO energy (alpha / beta)   -10.2 / -10.6 eV

Last column: Mulliken spin population.
CARTESIAN COORDINATES (ANGSTROEM)
W (-0.76558, -1.07001, -0.88651)  2.24
C (2.60972, -1.74791, -4.11411)  0.00
C (1.71022, -2.11371, -2.92941)  -0.01
C (0.22882, -1.81781, -3.26961)  0.00
C (2.17522, -1.35611, -1.72171)  -0.02
C (3.45312, -0.98841, -1.31551)  0.01
C (3.27962, -0.15291, -0.21691)  0.03
C (4.34682, 0.52239, 0.57469)  0.00
C (5.27672, 1.28609, -0.37021)  0.00
C (5.12042, -0.52181, 1.38309)  0.00
N (1.95672, -0.05021, 0.01029)  0.00
N (1.29512, -0.80791, -0.87871)  0.03
B (1.09792, 0.95309, 0.81759)  -0.05
N (0.14112, 0.14049, 1.70609)  0.00
N (-0.77718, -0.70951, 1.17119)  0.03
C (-1.45798, -1.27291, 2.18549)  0.00
C (-0.95668, -0.78351, 3.38369)  0.00
C (0.05492, 0.10609, 3.04999)  0.04
C (0.83052, 0.86969, 4.08109)  0.00
C (2.33812, 0.61069, 4.05119)  0.00
C (0.50032, 2.36499, 4.05119)  0.00
C (-2.62088, -2.19461, 1.99339)  0.04
C (-2.99338, -2.87921, 3.30529)  0.00
C (-3.81018, -1.39861, 1.44079)  0.01
N (0.25562, 1.75229, -0.20671)  0.00
N (-0.66388, 1.08529, -0.95651)  0.01
C (-1.31418, 1.97799, -1.71151)  -0.04
C (-0.80148, 3.24019, -1.45341)  0.00
C (0.19482, 3.06919, -0.50061)  0.03
C (0.94732, 4.25639, 0.02579)  0.00
C (2.37302, 4.03439, 0.52149)  0.00
C (0.09832, 4.95569, 1.09649)  0.00
C (-2.46958, 1.59629, -2.57311)  0.06
C (-3.73878, 1.73229, -1.71991)  0.00
C (-2.56008, 2.44949, -3.83461)  0.00
H (2.30322, -2.29081, -5.00281)  0.00
H (2.55152, -0.67881, -4.30961)  0.00
H (3.64322, -1.99951, -3.89951)  0.00
H (1.81942, -3.18641, -2.72121)  0.00
H (-0.21488, -0.97301, -2.63661)  -0.01
H (0.14722, -1.44361, -4.29311)  0.01
H (-0.37768, -2.72711, -3.21711)  0.00
H (4.38102, -1.28231, -1.75271)  0.00
H (3.88792, 1.23179, 1.26559)  0.00
H (5.86172, 0.59729, -0.97191)  0.00
H (4.70072, 1.92329, -1.03671)  0.00
H (5.96212, 1.91019, 0.19439)  0.00
H (5.60182, -1.23701, 0.72209)  0.00
H (5.88722, -0.03971, 1.98139)  0.00
H (4.45132, -1.06011, 2.04899)  0.00
H (1.76712, 1.65619, 1.46019)  0.00
H (-1.26918, -1.03621, 4.37639)  0.00
H (0.46562, 0.47389, 5.03579)  0.00
H (2.82582, 1.10409, 3.21859)  0.00
H (2.77552, 0.98529, 4.97209)  0.00
H (2.53952, -0.45571, 3.99159)  0.00
H (0.79432, 2.81809, 3.11019)  0.00
H (-0.56818, 2.51219, 4.19179)  0.00
H (1.02462, 2.87099, 4.85729)  0.00
H (-2.34808, -2.96141, 1.25919)  -0.02
H (-3.35378, -2.14711, 4.02349)  0.00
H (-3.78058, -3.60861, 3.13519)  0.00
H (-2.13148, -3.38741, 3.72959)  0.00
H (-4.21518, -0.74731, 2.21269)  0.00
H (-3.49028, -0.78751, 0.59049)  -0.01
H (-4.59148, -2.08001, 1.11179)  0.00
H (-1.09078, 4.17019, -1.89691)  0.00
H (1.00582, 4.93509, -0.83381)  0.00
H (2.38992, 3.66809, 1.54189)  0.00
H (2.90372, 3.33209, -0.11331)  0.00
H (2.90742, 4.98089, 0.50849)  0.00
H (-0.11198, 4.28899, 1.92739)  0.00
H (0.62862, 5.82489, 1.47559)  0.00
H (-0.84978, 5.28429, 0.68049)  0.00
H (-2.35718, 0.54359, -2.87321)  -0.05
H (-3.87638, 2.76439, -1.40911)  0.00
H (-4.61028, 1.41429, -2.28321)  0.00
H (-3.66268, 1.11929, -0.82321)  0.00
H (-2.77248, 3.48219, -3.57721)  0.00
H (-1.63288, 2.41449, -4.40371)  0.00
H (-3.36548, 2.08579, -4.46671)  0.00
C (-4.43218, -3.80561, -2.28051)  0.00
C (-3.15688, -3.31911, -1.66971)  0.04
S (-2.85298, -1.61551, -1.85671)  -0.19
C (-2.26508, -4.10461, -1.02161)  -0.05
C (-2.51018, -5.54591, -0.71401)  0.00
S (-0.71558, -3.47581, -0.53131)  -0.13
H (-5.09168, -2.96981, -2.49621)  0.00
H (-4.94668, -4.49581, -1.61631)  0.00
H (-4.23298, -4.33431, -3.21221)  0.00
H (-3.55688, -5.71331, -0.46731)  0.00
H (-1.90248, -5.84161, 0.13689)  0.00
H (-2.24738, -6.17891, -1.56181)  0.00